No. 1
Density functional theory data (ωB97M-V/def2-TZVPD) for C11H18O4 in the gas phase.

The geometry in XYZ format:
```
33
Properties=species:S:1:pos:R:3:nbo_charge:R:1
C -0.371 2.114 1.321 -0.30
C -0.342 1.825 0.025 -0.12
C 0.507 2.612 -0.908 0.77
O 0.573 2.407 -2.096 -0.59
O 1.202 3.594 -0.320 -0.68
C -1.126 0.747 -0.676 -0.36
C -1.974 -0.149 0.244 -0.39
C -1.148 -1.065 1.158 -0.43
C -1.013 -2.479 0.595 -0.39
C -0.171 -3.403 1.477 -0.40
C 1.297 -2.968 1.610 -0.40
C 1.609 -2.323 2.957 -0.60
C -0.201 -0.114 -1.523 0.83
O -0.531 -0.688 -2.523 -0.59
O 1.027 -0.222 -1.000 -0.70
H 0.223 2.920 1.715 0.22
H -0.977 1.569 2.023 0.20
H 1.730 4.061 -0.986 0.50
H -1.802 1.234 -1.389 0.26
H -2.620 -0.759 -0.389 0.22
H -2.618 0.503 0.836 0.21
H -0.157 -0.635 1.296 0.21
H -1.628 -1.131 2.137 0.20
H -0.573 -2.439 -0.403 0.20
H -2.010 -2.914 0.490 0.20
H -0.623 -3.460 2.469 0.19
H -0.214 -4.404 1.043 0.21
H 1.544 -2.268 0.811 0.20
H 1.946 -3.838 1.491 0.20
H 2.652 -2.017 2.998 0.21
H 0.989 -1.446 3.125 0.20
H 1.429 -3.028 3.766 0.20
H 1.586 -0.763 -1.581 0.50
```

The molecular weight comes out at 214.261 g mol⁻¹. The SMILES is C=C(C(=O)O)[C@H](CCCCCC)C(=O)O. As for the net charge: 0. As for the spin multiplicity: 1. For the HOMO energy, the calculation gives -10.11 eV.

No. 2
Density functional theory data (ωB97M-V/def2-TZVPD) for 2 unconnected molecules or ions with the total composition C6H9N3OS at a distorted geometry.

The geometry in XYZ format:
```
20
Properties=species:S:1:pos:R:3:nbo_charge:R:1
C -1.441 -1.190 1.929 -0.67
C -0.655 -0.917 0.687 0.40
N -0.940 -1.490 -0.435 -0.48
C -0.014 -1.083 -1.412 -0.11
C 1.394 -1.450 -1.139 -0.44
C 1.011 -0.096 -0.718 0.24
N 1.459 1.208 -1.119 -0.82
N 0.515 -0.185 0.569 -0.61
H -1.941 -2.107 1.815 0.25
H -2.292 -0.643 1.957 0.23
H -0.923 -1.278 2.849 0.22
H -0.350 -1.032 -2.347 0.20
H 1.611 -2.029 -0.182 0.22
H 2.018 -1.639 -1.971 0.22
H 0.626 1.773 -1.281 0.37
H 2.128 1.073 -1.792 0.38
H 0.584 0.612 1.193 0.40
O 0.284 3.373 0.855 -0.45
C -0.797 3.471 0.456 0.40
S -2.277 3.628 0.086 0.05
```

The molecular weight comes out at 171.225 g mol⁻¹. The SMILES is CC1=N[C@@H]2C[C@]2(N)N1.O=C=S. As for the net charge: 0. As for the spin multiplicity: 1. For the HOMO energy, the calculation gives -8.29 eV.

No. 3
Density functional theory data (ωB97M-V/def2-TZVPD) for a molecular structure, C29H43As2GdN3O4SSi at a distorted geometry.

The geometry in XYZ format:
```
84
Properties=species:S:1:pos:R:3:lowdin_spin:R:1
Gd 0.715 1.038 1.458 7.22
C 3.339 3.641 3.591 0.00
C 2.801 2.415 4.221 0.00
C 3.266 2.109 5.478 0.00
C 2.740 0.963 6.109 0.00
C 1.845 0.191 5.425 0.00
C 1.379 0.549 4.117 0.00
N 1.898 1.679 3.553 -0.02
N 0.533 -0.162 3.366 -0.10
Si -0.091 -1.764 3.860 -0.01
C 1.329 -2.983 4.057 0.00
C -1.117 -2.334 2.410 0.00
C -1.246 -1.474 5.321 0.00
H 3.003 4.602 3.957 0.00
H 3.078 3.668 2.552 0.00
H 4.432 3.597 3.605 0.00
H 4.114 2.653 5.975 0.00
H 3.052 0.711 7.091 0.00
H 1.429 -0.731 5.904 0.00
H 1.845 -3.115 3.099 0.00
H 0.995 -3.954 4.399 0.00
H 2.158 -2.768 4.695 0.00
H -0.494 -2.275 1.482 0.00
H -2.059 -1.767 2.348 0.00
H -1.314 -3.398 2.623 0.00
H -0.697 -0.992 6.206 0.00
H -1.740 -2.289 5.858 0.00
H -2.058 -0.772 5.028 0.00
C 3.256 3.167 -2.272 0.00
As 1.576 2.345 -1.494 0.00
C 0.223 3.621 -2.223 0.00
C 1.589 0.721 -2.637 0.00
C 1.426 0.966 -3.995 0.00
C 1.725 -0.008 -4.911 0.00
C 2.150 -1.261 -4.506 0.00
C 2.323 -1.515 -3.161 0.00
C 1.950 -0.601 -2.206 0.00
As 2.224 -1.006 -0.380 -0.02
C 4.120 -0.684 -0.344 0.00
C 1.980 -2.929 -0.099 -0.01
H 3.159 2.820 -3.279 0.00
H 4.143 2.742 -1.741 0.00
H 3.230 4.240 -2.122 0.00
H 0.687 4.141 -3.037 0.00
H 0.063 4.335 -1.427 0.00
H -0.713 3.061 -2.434 0.00
H 1.249 1.933 -4.452 0.00
H 1.627 0.219 -5.952 0.00
H 2.496 -2.042 -5.169 0.00
H 2.761 -2.472 -2.929 0.00
H 4.544 -1.283 -1.092 0.00
H 4.667 -0.913 0.613 0.00
H 4.271 0.368 -0.683 0.00
H 2.576 -3.421 -0.858 0.00
H 0.923 -3.156 -0.295 0.00
H 2.330 -3.306 0.886 0.00
C -2.994 -3.267 -5.367 0.00
C -3.179 -2.075 -4.470 0.00
C -4.457 -1.634 -4.305 0.00
C -4.762 -0.535 -3.500 0.00
C -3.673 0.070 -2.888 0.00
C -2.327 -0.329 -3.028 0.00
C -2.112 -1.443 -3.821 0.00
S -3.991 1.439 -1.888 0.00
O -4.914 2.297 -2.610 0.00
O -2.715 1.920 -1.528 0.00
N -4.858 0.812 -0.618 0.00
C -4.198 0.479 0.678 0.00
C -3.275 1.455 1.343 0.00
C -1.851 1.366 0.928 0.00
O -1.153 2.430 1.030 -0.02
O -1.308 0.225 0.833 -0.02
H -2.831 -3.199 -6.459 0.00
H -3.821 -3.957 -5.218 0.00
H -2.153 -3.940 -5.117 0.00
H -5.352 -2.101 -4.788 0.00
H -5.760 -0.025 -3.433 0.00
H -1.571 0.316 -2.563 0.00
H -1.153 -1.907 -3.911 0.00
H -5.758 1.210 -0.444 0.00
H -3.661 -0.465 0.568 0.00
H -4.952 0.041 1.320 0.00
H -3.268 1.220 2.405 0.00
H -3.645 2.475 1.263 0.00
```

The molecular weight comes out at 864.927 g mol⁻¹. As for the net charge: +1. As for the spin multiplicity: 8. For the HOMO energy (spin up / spin down), the calculation gives -10.46 / -10.53 eV.

No. 4
Density functional theory data (ωB97M-V/def2-TZVPD) for C5H9NO2 in the gas phase at a distorted geometry.

The geometry in XYZ format:
```
17
Properties=species:S:1:pos:R:3:nbo_charge:R:1
C 0.404 1.592 0.086 0.01
N -0.916 1.906 0.033 -0.09
O -1.801 0.948 -0.408 -0.44
C -2.192 -0.425 0.062 0.20
O -1.356 -1.503 -0.020 -0.52
C -0.134 -0.785 0.069 -0.09
C 1.397 -1.090 -0.202 -0.44
C 1.676 0.391 -0.022 -0.45
H 0.935 2.604 0.177 0.20
H -2.371 -0.449 1.134 0.15
H -3.157 -0.641 -0.441 0.20
H -0.243 -0.239 1.024 0.17
H -0.293 -0.212 -0.782 0.18
H 1.794 -1.996 0.520 0.22
H 1.718 -1.394 -1.214 0.22
H 2.257 0.773 -1.012 0.24
H 2.284 0.520 0.995 0.24
```

The molecular weight comes out at 115.132 g mol⁻¹. The SMILES is C1=N\OCOCCC/1. As for the net charge: 0. As for the spin multiplicity: 1. For the HOMO energy, the calculation gives -9.56 eV.